{
  "formula": "C38H35ClN2Si2Tm",
  "method": "ωB97M-V/def2-TZVPD",
  "charge": 1,
  "de_lowest_ev": 0.7365,
  "e_tot_ev": -100755.4457,
  "spin_multiplicity": 3,
  "gap_ha": [0.1920, 0.1920],
  "lumo_ev": [-3.389, -3.392],
  "symbols": ["C", "C", "C", "H", "C", "C", "H", "H", "H", "H", "Tm", "Si", "C", "C", "H", "C", "H", "C", "H", "C", "H", "C", "H", "C", "C", "H", "C", "H", "C", "H", "C", "H", "C", "H", "H", "Si", "C", "C", "H", "C", "H", "C", "H", "C", "H", "C", "H", "C", "C", "H", "C", "H", "C", "H", "C", "H", "C", "H", "H", "Cl", "N", "C", "C", "C", "C", "C", "C", "C", "C", "N", "C", "H", "H", "H", "H", "H", "H", "H", "H"],
  "coordinates": [[-1.22493, -0.40777, 0.63082], [-1.78544, -0.04537, -0.63012], [-1.68820, -1.16834, -1.49057], [-2.33595, 0.87424, -0.84432], [-1.05364, -2.23048, -0.77606], [-0.76228, -1.75861, 0.54173], [-0.40733, -2.36262, 1.37630], [-1.32768, 0.16476, 1.54925], [-2.10801, -1.23490, -2.49088], [-0.90088, -3.24879, -1.14586], [0.71504, -0.51611, -0.97678], [1.48401, 1.00100, -4.07139], [0.37144, 2.46998, -4.21772], [0.93637, 3.69100, -4.60834], [2.01876, 3.78685, -4.71201], [0.10135, 4.75794, -4.90220], [0.51571, 5.68868, -5.29066], [-1.28276, 4.63464, -4.73233], [-1.93886, 5.46306, -4.98598], [-1.83028, 3.45312, -4.22431], [-2.91008, 3.36007, -4.07326], [-0.99817, 2.38013, -3.93486], [-1.41543, 1.45617, -3.51947], [0.47055, -0.80579, -4.48159], [-0.85268, -0.86421, -5.15528], [-1.51880, -0.00109, -5.15212], [-1.47215, -2.17387, -5.24133], [-2.42669, -2.25668, -5.76283], [-0.94049, -3.26860, -4.57969], [-1.46637, -4.22357, -4.60854], [0.28237, -3.19197, -3.90554], [0.67648, -4.09088, -3.42239], [0.99435, -2.01189, -3.87550], [1.99761, -1.97116, -3.45987], [0.91131, 0.73011, -2.68022], [0.76656, -0.32767, -6.20848], [1.28767, -1.62228, -7.37532], [0.61157, -1.69157, -8.61270], [0.29350, -0.77216, -9.10081], [0.28170, -2.94887, -9.11374], [-0.38130, -3.02139, -9.97182], [0.76538, -4.09991, -8.48451], [0.43166, -5.08077, -8.81864], [1.68143, -3.97765, -7.43589], [2.11419, -4.87197, -6.98621], [2.02698, -2.72176, -6.92811], [2.79254, -2.60561, -6.16038], [0.37924, 1.23280, -7.24460], [-0.96264, 1.52440, -7.53287], [-1.74115, 0.81554, -7.24115], [-1.31332, 2.73935, -8.12207], [-2.36935, 2.96424, -8.28106], [-0.31496, 3.65426, -8.47679], [-0.59946, 4.60332, -8.92938], [1.02974, 3.35429, -8.26008], [1.80335, 4.07446, -8.53576], [1.37232, 2.14911, -7.63729], [2.41646, 1.94860, -7.39325], [2.75601, 1.65336, -3.79477], [3.10596, -0.55010, -1.89988], [0.57319, 1.90430, -0.26385], [0.95705, 2.08944, 1.11560], [0.62688, 3.21049, 1.86608], [1.11001, 3.32528, 3.18520], [1.92918, 2.35478, 3.74342], [2.23864, 1.16458, 3.02558], [3.04371, 0.11653, 3.51882], [3.23124, -1.03113, 2.75833], [2.58851, -1.14485, 1.52257], [1.84250, -0.14884, 1.01355], [1.69974, 1.02422, 1.70966], [-0.29426, 2.39967, -0.48795], [1.27757, 2.27263, -0.91636], [0.01184, 3.99968, 1.42637], [0.84950, 4.20077, 3.77334], [2.35658, 2.47573, 4.74195], [3.52609, 0.23541, 4.48862], [3.85329, -1.85395, 3.09834], [2.68315, -2.03859, 0.89173]]
}